# 1
ORCA calculation (ωB97M-V/def2-TZVPD) on a cluster of 3 separate species, C27H49FIN4O5 in total.

CARTESIAN COORDINATES (ANGSTROEM)
C1 -3.03659 1.28095 -1.05338
C2 -2.19877 2.30717 -1.81846
C3 -1.26709 1.73611 -2.90778
F1 -1.40216 0.35313 -3.01457
C4 0.23308 2.05762 -2.71526
C5 0.97765 2.27758 -4.04041
C6 1.59729 0.99387 -4.52475
N1 2.64082 0.66377 -3.54407
C7 2.20533 0.69605 -2.24163
N2 3.06518 0.43334 -1.28967
C8 4.46085 0.04663 -1.48585
C9 4.93255 -0.91147 -0.39884
C10 6.28317 -1.49937 -0.76459
I1 3.51859 -2.51569 -0.21620
N3 0.88133 0.94502 -1.98983
C11 0.39968 0.70884 -0.62335
C12 0.55724 1.89147 0.36034
C13 1.21662 1.44168 1.65101
O1 2.24116 0.80732 1.59308
N4 0.64934 1.82512 2.88399
C14 1.00343 3.17198 3.25055
C15 2.31885 3.61199 3.15120
C16 2.63677 4.91190 3.51084
C17 1.65555 5.77404 3.98106
C18 0.34910 5.32143 4.09647
C19 0.01974 4.02626 3.72924
H1 -2.52261 0.95086 -0.15291
H2 -3.96081 1.74064 -0.71192
H3 -3.31485 0.43057 -1.66336
H4 -1.61336 2.90315 -1.12063
H5 -2.87207 3.00513 -2.31002
H6 -1.57457 2.13143 -3.87357
H7 0.30844 2.98088 -2.14019
H8 0.31133 2.71203 -4.77789
H9 1.78519 2.98978 -3.87334
H10 0.85461 0.20160 -4.61726
H11 2.07565 1.14231 -5.48714
H12 3.06300 -0.24043 -3.73241
H13 2.76901 0.46182 -0.30990
H14 4.59744 -0.43310 -2.44885
H15 5.05461 0.95938 -1.43482
H16 4.99296 -0.40653 0.55978
H17 6.62107 -2.20703 -0.01599
H18 6.21695 -2.03260 -1.71141
H19 7.02060 -0.70536 -0.88089
H20 -0.63835 0.40218 -0.68442
H21 0.93039 -0.15356 -0.23646
H22 -0.37838 2.41145 0.54753
H23 1.23240 2.64398 -0.05085
H24 -0.36095 1.78426 2.80492
H25 3.09572 2.94306 2.81186
H26 3.66057 5.24581 3.44158
H27 1.90083 6.78656 4.25960
H28 -0.41423 5.98135 4.47881
H29 -1.00329 3.68949 3.82727
C20 -9.76959 0.11726 -0.68568
O2 -9.47002 1.09412 -1.66635
C21 -8.72788 2.19354 -1.17350
C22 -7.26959 2.09692 -1.55790
O3 -6.62473 0.99884 -0.92684
C23 -6.45987 -0.11608 -1.78317
H30 -10.19986 -0.73736 -1.20350
H31 -8.87303 -0.20293 -0.14851
H32 -10.50186 0.49743 0.03374
H33 -8.82210 2.26707 -0.08571
H34 -9.14798 3.10364 -1.61255
H35 -6.75721 3.01095 -1.23921
H36 -7.17917 2.01744 -2.64565
H37 -5.70520 0.09487 -2.55080
H38 -7.39636 -0.39190 -2.27227
H39 -6.11805 -0.95223 -1.17530
C24 3.67251 -6.86498 0.82727
O4 4.29513 -5.98289 1.74142
C25 3.38185 -5.21694 2.50773
C26 3.21181 -5.76352 3.90637
O5 2.58577 -7.03290 3.90013
C27 3.48000 -8.11406 4.09527
H40 4.44976 -7.50319 0.41193
H41 2.92087 -7.48825 1.31733
H42 3.19853 -6.31052 0.00792
H43 2.40824 -5.16952 2.00667
H44 3.77985 -4.19939 2.57173
H45 2.57308 -5.08129 4.47653
H46 4.18469 -5.81389 4.40479
H47 3.85895 -8.12721 5.12234
H48 4.32412 -8.06840 3.40261
H49 2.92133 -9.03046 3.91689

For the electronic energy, the calculation gives -2050.6973 Eh. The HOMO energy comes out at -10.722 eV. The calculation puts the LUMO energy at -2.22 eV. As for the total charge: +1.

Here are the Löwdin charges for atoms 1 to 8, given in e: C -0.07; C -0.16; C -0.26; F -0.01; C -0.20; C -0.11; C -0.14; N 0.09

---

# 2
ORCA calculation (ωB97M-V/def2-TZVPD) on the molecule C22H28N2O5S.

CARTESIAN COORDINATES (ANGSTROEM)
C1 6.89027 -0.34439 3.14082
O1 6.32660 -0.68912 1.90060
C2 5.08098 -1.26549 1.87596
C3 4.32632 -1.48676 3.02032
C4 3.06690 -2.06083 2.96349
C5 2.52649 -2.44028 1.74494
C6 1.14654 -3.02286 1.63746
C7 0.14793 -1.99555 1.10694
O2 -0.63481 -2.23591 0.21920
N1 0.24776 -0.80142 1.76104
C8 -0.45669 0.37673 1.52108
C9 -0.00708 1.55479 2.12079
C10 -0.66328 2.75139 1.90190
C11 -1.77636 2.79562 1.07538
C12 -2.22023 1.62437 0.49660
S1 -3.64833 1.62470 -0.59567
O3 -3.93039 2.99213 -0.93576
O4 -4.69123 0.84815 0.00986
N2 -3.08956 0.81560 -1.91036
C13 -3.47605 -0.54459 -2.17766
C14 -3.96455 -0.76119 -3.61577
C15 -4.73474 0.43631 -4.17721
C16 -3.82224 1.47616 -4.83201
C17 -3.05616 2.34596 -3.83814
C18 -2.24334 1.54055 -2.82170
C19 -1.58745 0.41855 0.71062
C20 3.27521 -2.22212 0.59864
C21 4.54117 -1.64693 0.63047
O5 5.11155 -1.51268 -0.59625
C22 6.43234 -1.04598 -0.75768
H1 6.29777 0.41768 3.65768
H2 7.87250 0.06418 2.90739
H3 7.00822 -1.21857 3.78914
H4 4.72007 -1.20849 3.98446
H5 2.52135 -2.22402 3.88203
H6 1.13367 -3.87223 0.95396
H7 0.79575 -3.35958 2.61569
H8 1.00927 -0.72184 2.42403
H9 0.86606 1.52541 2.75786
H10 -0.30235 3.65345 2.37225
H11 -2.30317 3.71316 0.87040
H12 -2.63900 -1.22641 -1.96897
H13 -4.27992 -0.75465 -1.47066
H14 -3.11324 -0.97249 -4.26648
H15 -4.60194 -1.64702 -3.61795
H16 -5.31160 0.90548 -3.37852
H17 -5.43656 0.07607 -4.93303
H18 -3.11437 0.96287 -5.48917
H19 -4.42966 2.13428 -5.45780
H20 -2.37949 3.00537 -4.38640
H21 -3.75419 2.96524 -3.27406
H22 -1.57465 0.83394 -3.32089
H23 -1.63609 2.22844 -2.22419
H24 -1.96724 -0.47548 0.24889
H25 2.88562 -2.50139 -0.36763
H26 6.54222 -0.01324 -0.42131
H27 6.62000 -1.10048 -1.82999
H28 7.15123 -1.67671 -0.23089

For the electronic energy, the calculation gives -1739.0101 Eh. The HOMO energy comes out at -8.458 eV. The calculation puts the LUMO energy at 0.45 eV.

Here are the natural (NBO) charges for atoms 1 to 8, given in e: C -0.25; O -0.52; C 0.28; C -0.30; C -0.25; C -0.03; C -0.52; C 0.70

---

# 3
ORCA calculation (ωB97M-V/def2-TZVPD) on the molecule C3H4N2O.

CARTESIAN COORDINATES (ANGSTROEM)
H1 -2.64622 0.63060 -0.79039
N1 -1.77736 0.18891 -0.50430
C1 -0.80039 0.97720 -0.64177
O1 0.46106 0.64211 -0.31026
C2 0.60807 -0.66959 0.21902
C3 1.80746 -0.68959 1.06517
N2 2.72140 -0.74607 1.77198
H2 -0.80852 1.99954 -1.02501
H3 0.70577 -1.39468 -0.59757
H4 -0.27126 -0.93841 0.81314

For the electronic energy, the calculation gives -301.4333 Eh. The HOMO energy comes out at -11.006 eV. The calculation puts the LUMO energy at 0.76 eV.

Here are the natural (NBO) charges for atoms 1 to 8, given in e: H 0.36; N -0.72; C 0.41; O -0.48; C -0.19; C 0.26; N -0.29; H 0.17

---

# 4
ORCA calculation (ωB97M-V/def2-TZVPD) on the molecule C10H11F2NOS.

CARTESIAN COORDINATES (ANGSTROEM)
C1 3.97764 -0.59619 -0.08629
C2 3.36512 0.53330 -0.63382
C3 3.22317 -1.74353 0.15048
C4 1.21797 -0.52361 -0.45980
C5 2.00744 0.61265 -0.76397
C6 1.83318 -1.63929 -0.08383
C7 -1.36486 1.15806 0.82046
C8 -0.91648 0.84644 -0.36837
C9 -1.16938 1.78888 -1.57333
C10 -1.67894 -2.25855 0.83914
N1 -0.26963 -0.36244 -0.60939
O1 -2.66388 -1.01140 -1.18141
F1 1.48525 1.73236 -1.29026
F2 1.08885 -2.85030 0.10500
S1 -1.38446 -1.62922 -0.90752
H1 5.07937 -0.59300 -0.05369
H2 3.93972 1.47897 -0.62814
H3 3.52620 -2.76220 0.35801
H4 -1.17741 0.54288 1.71473
H5 -2.05872 2.05870 0.84666
H6 -0.70039 1.44907 -2.46429
H7 -0.78087 2.84826 -1.26113
H8 -2.20481 1.85257 -1.80199
H9 -1.38359 -3.33382 0.90838
H10 -2.74880 -2.18550 1.12356
H11 -0.94056 -1.78605 1.65698

For the electronic energy, the calculation gives -1115.2951 Eh. The multiplicity is 3. The HOMO energy (spin up / spin down) comes out at -5.154 / -8.932 eV. The calculation puts the LUMO energy (spin up / spin down) at 0.72 / -2.98 eV. Its expectation value of S² is 2.05.

Here are the natural (NBO) charges for atoms 1 to 8, given in e: C -0.19; C -0.29; C -0.30; C 0.04; C 0.37; C 0.34; C -0.38; C 0.16

---

# 5
ORCA calculation (ωB97M-V/def2-TZVPD) on a structure of composition C31H51FN9Tl.

CARTESIAN COORDINATES (ANGSTROEM)
Tl1 -0.55425 -1.62643 -0.71607
C1 5.42200 -0.01829 0.05811
N1 4.05506 0.36761 -0.20751
C2 3.91678 1.63970 -0.87774
C3 3.04105 -0.04989 0.66839
N2 2.13544 0.70319 1.16044
C4 2.20432 2.05274 1.43546
C5 2.99344 2.47994 2.51176
C6 2.89939 3.76302 3.02310
C7 1.99119 4.65101 2.46829
C8 1.24883 4.26819 1.35881
C9 1.37322 2.99971 0.78042
N3 0.73823 2.53535 -0.38098
C10 0.10330 3.24554 -1.23895
N4 -0.67768 2.60204 -2.18252
C11 -0.78929 3.10435 -3.52461
C12 -1.81470 1.81780 -1.70951
N5 0.14513 4.65338 -1.28493
C13 1.42377 5.27984 -1.52606
C14 -0.99778 5.40486 -1.74850
N6 3.08507 -1.38277 0.98224
C15 2.25576 -1.86512 2.08872
C16 3.28327 -2.38874 -0.05318
H1 5.94731 0.74896 0.64735
H2 5.96615 -0.15066 -0.88273
H3 5.44655 -0.95405 0.60992
H4 4.29084 2.48172 -0.27828
H5 2.86678 1.81614 -1.10749
H6 4.48577 1.60487 -1.81289
H7 3.63803 1.74542 2.98185
H8 3.50932 4.05355 3.87115
H9 1.85983 5.64202 2.88679
H10 0.54816 4.96759 0.92939
H11 -1.66547 3.74446 -3.69296
H12 -0.88625 2.25297 -4.20201
H13 0.11441 3.64960 -3.80453
H14 -1.62215 1.48843 -0.69605
H15 -2.74184 2.40625 -1.72311
H16 -1.97372 0.92065 -2.30317
H17 2.21831 4.67808 -1.08924
H18 1.45645 6.26899 -1.05874
H19 1.62262 5.40589 -2.60120
H20 -1.91742 4.89403 -1.46685
H21 -1.00508 5.58319 -2.83091
H22 -0.98936 6.38275 -1.25666
H23 2.14410 -1.07222 2.82372
H24 2.77826 -2.71185 2.54823
H25 1.26916 -2.20400 1.74512
H26 3.85264 -1.98121 -0.88560
H27 2.32038 -2.74928 -0.42377
H28 3.83536 -3.23477 0.36819
F1 -0.38480 -3.07507 1.05328
C17 -5.13088 -2.60160 -2.41295
C18 -4.94357 -1.13323 -2.81152
C19 -3.78696 -1.00426 -3.81287
C20 -4.78087 -0.22972 -1.60153
C21 -5.73324 0.74753 -1.39353
C22 -5.71923 1.61958 -0.30089
C23 -4.68124 1.44794 0.62640
C24 -3.68727 0.50738 0.48281
C25 -2.61468 0.36170 1.54112
C26 -3.01820 -0.68237 2.58503
C27 -2.18463 1.66626 2.20958
C28 -3.64960 -0.42526 -0.67629
N7 -2.72369 -1.31872 -0.87200
H29 -5.24344 -3.24031 -3.29890
H30 -6.02144 -2.71621 -1.78862
H31 -4.25950 -2.92490 -1.84169
H32 -5.86083 -0.80775 -3.32264
H33 -2.87582 -1.33870 -3.31572
H34 -3.66179 0.03707 -4.12860
H35 -3.96267 -1.61904 -4.70556
H36 -6.53960 0.83407 -2.12454
H37 -6.48751 2.37215 -0.16244
H38 -4.66309 2.09917 1.49922
H39 -1.73774 -0.05320 1.03656
H40 -3.90555 -0.34407 3.13253
H41 -2.20954 -0.86802 3.29963
H42 -3.24737 -1.62423 2.08445
H43 -3.00485 2.13054 2.76682
H44 -1.82938 2.39547 1.47448
H45 -1.36946 1.47975 2.91544
C29 -0.02776 -0.75056 -4.34972
N8 1.33264 -1.03956 -3.90019
C30 1.94513 -0.03330 -3.04441
C31 1.68718 -2.31065 -3.82441
N9 1.98290 -3.42717 -3.75662
H46 -0.01533 0.15012 -4.96782
H47 -0.68804 -0.60647 -3.49138
H48 -0.40788 -1.58052 -4.94042
H49 2.33028 0.78606 -3.65940
H50 2.76153 -0.47112 -2.46891
H51 1.20723 0.34907 -2.33526

For the electronic energy, the calculation gives -1976.8960 Eh. The HOMO energy comes out at 0.600 eV. The calculation puts the LUMO energy at 4.04 eV. As for the total charge: -2.

Here are the Löwdin charges for atoms 1 to 8, given in e: Tl 0.67; C -0.08; N -0.16; C -0.08; C -0.38; N 0.18; C -0.24; C -0.04

---

# 6
ORCA calculation (ωB97M-V/def2-TZVPD) on a structure of composition C22H15Br2F5N5O2PtSTe.

CARTESIAN COORDINATES (ANGSTROEM)
Pt1 0.46808 0.24451 -0.17321
N1 2.94880 0.35371 3.32754
C1 2.23235 0.10572 2.22840
S1 1.48543 1.50144 1.47029
N2 2.16003 -1.14005 1.81496
N3 1.38077 -1.28958 0.71846
C2 1.15836 -2.45406 0.19668
C3 1.72750 -3.69814 0.75074
C4 0.87283 -4.66663 1.27070
C5 1.39773 -5.83845 1.79352
C6 2.76903 -6.04860 1.78457
C7 3.62085 -5.08311 1.26427
C8 3.10346 -3.90371 0.75628
C9 0.25700 -2.48037 -0.97916
C10 -0.09913 -3.63812 -1.64261
C11 -1.01962 -3.55794 -2.68281
C12 -1.56514 -2.33620 -3.02889
C13 -1.15019 -1.20274 -2.34505
N4 -0.25230 -1.29137 -1.37407
H1 2.92888 1.26303 3.75559
H2 3.29513 -0.42520 3.86384
H3 -0.19701 -4.49544 1.28686
H4 0.73507 -6.58444 2.21053
H5 3.17652 -6.96580 2.18789
H6 4.68979 -5.24739 1.26103
H7 3.76741 -3.14260 0.36619
H8 0.32647 -4.58353 -1.34053
H9 -1.31431 -4.45587 -3.20875
H10 -2.30030 -2.24601 -3.81498
H11 -1.52467 -0.20843 -2.55434
Br1 -1.85840 3.81708 -2.90266
C14 -0.09374 3.19833 -2.98089
C15 0.81027 3.76378 -3.90065
C16 2.10532 3.33195 -3.98514
Br2 3.27316 4.13116 -5.22935
C17 2.56783 2.29157 -3.14287
C18 3.87912 1.77344 -3.11264
C19 4.20965 0.77752 -2.22997
C20 3.23557 0.27200 -1.36261
N5 1.99979 0.72492 -1.39188
C21 1.63835 1.73461 -2.24479
C22 0.29844 2.18308 -2.13550
O1 -0.51621 1.59603 -1.26318
H12 0.46230 4.55957 -4.54425
H13 4.62139 2.18001 -3.78598
H14 5.21177 0.37826 -2.18279
H15 3.46441 -0.49922 -0.63916
F1 -0.85182 0.57909 3.38785
Te1 -2.09319 0.90649 2.04230
F2 -3.45922 1.24957 0.84897
F3 -1.23684 2.43474 1.41972
F4 -3.10436 -0.49081 2.68976
F5 -2.90079 2.02628 3.25837
O2 -1.18217 -0.21330 0.88221

For the electronic energy, the calculation gives -7704.3596 Eh. The HOMO energy comes out at -11.059 eV. The calculation puts the LUMO energy at -4.24 eV. As for the total charge: +1.

Here are the natural (NBO) charges for atoms 1 to 8, given in e: Pt 1.41; N -0.75; C 0.30; S 0.01; N -0.41; N -0.23; C 0.31; C -0.06